Record 1
{"formula": "C9H19N2O4", "method": "wB97M-V/def2-TZVPD", "orbital_gap_ev": 8.15, "molar_mass_da": 219.26, "e_homo_ev": -12.59, "e_above_lowest_kcal_mol": 9.0, "charge": 1, "symbols": ["C", "C", "C", "C", "C", "C", "C", "C", "C", "N", "N", "O", "O", "O", "O", "H", "H", "H", "H", "H", "H", "H", "H", "H", "H", "H", "H", "H", "H", "H", "H", "H", "H", "H"], "xyz": [[-0.303, -1.172, 0.600], [-1.435, -0.878, -0.092], [0.921, -0.199, 0.723], [-2.204, 0.314, -0.087], [1.439, 0.100, -0.752], [0.096, -2.641, 1.041], [0.620, 1.011, 1.645], [-3.030, 2.381, 0.621], [3.688, 0.968, -0.460], [-1.850, -1.836, -1.050], [0.360, 0.433, -1.593], [-3.138, 0.415, -1.031], [2.024, -1.177, -0.954], [-2.243, 1.197, 0.860], [2.313, 1.138, -0.835], [1.733, -0.816, 1.287], [0.299, -2.519, 2.102], [0.905, -3.094, 0.405], [-0.772, -3.163, 0.908], [1.266, 1.934, 1.310], [0.824, 0.846, 2.716], [-0.389, 1.463, 1.515], [-3.942, 2.211, -0.005], [-2.468, 3.148, 0.052], [-3.361, 2.578, 1.588], [3.901, 0.350, 0.544], [4.258, 1.932, -0.404], [4.086, 0.330, -1.249], [-1.178, -2.604, -1.171], [-2.748, -2.229, -0.843], [-0.188, -0.313, -2.018], [0.680, 1.155, -2.264], [-3.045, -0.237, -1.728], [2.881, -1.022, -1.379]]}


Record 2
{"formula": "C9H19N3", "method": "wB97M-V/def2-TZVPD", "smiles": "CC(=[NH2+])/[N+](=C(\\N)C(C)C)C1CC1", "orbital_gap_ev": 9.46, "molar_mass_da": 169.27, "e_homo_ev": -18.03, "e_above_lowest_kcal_mol": 27.9, "charge": 2, "symbols": ["C", "C", "N", "N", "C", "N", "C", "C", "C", "C", "C", "C", "H", "H", "H", "H", "H", "H", "H", "H", "H", "H", "H", "H", "H", "H", "H", "H", "H", "H", "H"], "xyz": [[2.610, -2.005, 0.411], [1.064, -1.643, 0.275], [0.181, -2.658, 0.400], [0.712, -0.377, 0.155], [-0.910, 0.132, 0.553], [-1.007, 0.190, 1.785], [-1.896, 0.698, -0.465], [-2.370, -0.277, -1.496], [-2.985, 1.676, 0.234], [1.713, 0.691, 0.308], [2.729, 1.100, -0.793], [1.527, 1.940, -0.532], [2.860, -2.661, 1.237], [2.824, -2.597, -0.459], [3.255, -1.157, 0.384], [0.555, -3.568, 0.226], [-0.764, -2.725, 0.818], [-1.950, 0.451, 2.007], [-0.384, -0.207, 2.464], [-1.292, 1.339, -1.226], [-2.832, -1.161, -1.153], [-1.510, -0.527, -2.127], [-3.202, 0.210, -2.134], [-3.352, 1.159, 1.125], [-2.393, 2.499, 0.680], [-3.738, 1.868, -0.385], [2.023, 0.836, 1.414], [2.516, 0.482, -1.683], [3.730, 1.413, -0.681], [1.617, 2.931, -0.074], [0.670, 1.949, -1.266]]}


Record 3
{"formula": "C9H19N6O2", "method": "wB97M-V/def2-TZVPD", "orbital_gap_ev": 9.04, "molar_mass_da": 243.29, "e_homo_ev": -11.91, "charge": 1, "symbols": ["C", "C", "O", "C", "N", "C", "C", "O", "C", "N", "C", "N", "N", "N", "H", "H", "H", "H", "H", "H", "H", "H", "H", "H", "H", "H", "H", "H", "H", "H", "C", "C", "N", "H", "H", "H"], "xyz": [[0.350, 3.009, -4.083], [-0.197, 1.780, -4.826], [-0.889, 2.147, -6.004], [-1.071, 0.914, -3.927], [-0.307, 0.462, -2.756], [-1.165, -0.099, -1.706], [-0.361, -1.120, -0.934], [-0.893, -1.216, 0.422], [-0.075, -1.641, 1.322], [0.763, -2.656, 1.256], [1.371, -2.691, 2.441], [2.314, -3.576, 2.819], [0.906, -1.720, 3.241], [0.004, -1.020, 2.507], [0.174, 3.895, -4.688], [-0.147, 3.143, -3.120], [1.415, 2.909, -3.887], [0.654, 1.146, -5.099], [-1.838, 2.075, -5.863], [-1.411, 0.048, -4.510], [-1.953, 1.474, -3.606], [0.301, -0.281, -3.088], [-1.455, 0.706, -1.026], [-2.085, -0.536, -2.107], [0.675, -0.779, -0.879], [-0.370, -2.101, -1.407], [2.155, -4.552, 2.636], [3.142, -3.280, 3.304], [1.157, -1.498, 4.200], [-0.504, -0.213, 2.829], [-0.258, 1.336, 5.993], [0.174, -0.024, 6.289], [0.529, -1.096, 6.494], [-0.250, 1.517, 4.920], [-1.266, 1.494, 6.372], [0.415, 2.046, 6.470]]}


Record 4
{"formula": "C9H19N9P", "method": "wB97M-V/def2-TZVPD", "orbital_gap_ev": 8.60, "molar_mass_da": 284.29, "e_homo_ev": -11.62, "charge": 1, "symbols": ["N", "P", "N", "C", "N", "C", "N", "C", "N", "N", "H", "H", "H", "H", "H", "H", "H", "H", "H", "H", "C", "C", "N", "H", "H", "H", "C", "C", "N", "H", "H", "H", "C", "C", "N", "H", "H", "H"], "xyz": [[5.209, 2.604, 0.375], [4.959, 1.079, 0.183], [3.445, 0.621, -0.533], [2.308, 0.748, 0.171], [2.206, 1.233, 1.400], [0.924, 1.148, 1.689], [0.220, 0.632, 0.704], [-1.202, 0.340, 0.617], [-1.349, -1.087, 0.301], [1.095, 0.383, -0.291], [4.430, 3.155, 0.033], [4.997, 0.413, 1.424], [5.929, 0.500, -0.652], [3.375, 0.214, -1.455], [0.461, 1.440, 2.610], [-1.633, 0.547, 1.590], [-1.671, 0.924, -0.168], [-0.527, -1.576, 0.626], [-2.146, -1.455, 0.802], [0.923, -0.025, -1.196], [-4.245, -3.868, 3.149], [-2.975, -3.522, 2.525], [-1.928, -3.317, 2.095], [-5.000, -4.008, 2.382], [-4.133, -4.787, 3.720], [-4.557, -3.067, 3.815], [-5.885, -0.433, -0.976], [-5.190, -1.245, 0.017], [-4.643, -1.898, 0.791], [-6.103, -1.035, -1.855], [-6.817, -0.058, -0.558], [-5.260, 0.409, -1.267], [3.970, 2.963, -3.731], [4.440, 1.590, -3.572], [4.812, 0.509, -3.448], [4.128, 3.288, -4.758], [2.908, 3.022, -3.499], [4.522, 3.619, -3.060]]}


Record 5
{"formula": "C9H19NO3", "method": "wB97M-V/def2-TZVPD", "orbital_gap_ev": 8.86, "molar_mass_da": 189.25, "e_homo_ev": -8.18, "e_above_lowest_kcal_mol": 324.4, "symbols": ["C", "C", "C", "C", "C", "C", "C", "C", "C", "H", "H", "H", "H", "H", "H", "H", "H", "H", "H", "H", "H", "H", "H", "H", "H", "H", "H", "H", "N", "O", "O", "O"], "xyz": [[-0.783, -2.385, 2.439], [-1.858, -1.978, 1.367], [-3.331, -2.056, 1.662], [-1.484, -2.694, 0.035], [-0.460, 0.259, -0.646], [1.569, 0.651, -2.277], [2.539, 1.832, -2.226], [1.598, 2.750, -0.275], [1.784, 1.308, 0.144], [0.314, -2.052, 1.922], [-0.944, -1.965, 3.374], [-0.723, -3.613, 2.409], [-3.426, -0.908, 2.117], [-3.832, -2.862, 2.767], [-4.080, -2.265, 0.552], [-0.616, -3.920, 0.272], [-2.397, -2.440, -0.548], [-0.525, -1.944, -0.458], [-1.238, 1.069, -0.886], [-0.540, -0.637, -1.465], [1.564, -0.399, -2.777], [0.595, 0.951, -3.031], [2.965, 2.012, -3.196], [3.412, 1.553, -1.583], [1.971, 3.275, 0.503], [0.335, 3.187, -0.156], [1.516, 1.140, 1.293], [2.969, 0.829, 0.338], [1.013, 0.546, -0.785], [-1.886, -0.531, 1.077], [-0.499, -0.065, 0.764], [2.153, 2.976, -1.503]]}


Record 6
{"formula": "C9H19NO5PPdSe4Te", "method": "wB97M-V/def2-TZVPD", "orbital_gap_ev": [5.76, 5.52], "molar_mass_da": 802.09, "e_homo_ev": [-4.10, -3.99], "e_above_lowest_kcal_mol": 2.5, "charge": -1, "symbols": ["Pd", "Se", "Se", "Se", "Se", "C", "C", "O", "P", "O", "Te", "O", "C", "C", "H", "H", "H", "H", "H", "H", "H", "H", "H", "H", "O", "C", "O", "C", "N", "C", "C", "C", "H", "H", "H", "H", "H", "H", "H", "H", "H"], "xyz": [[1.186, 0.903, 0.513], [3.447, 1.513, -0.377], [3.417, 1.678, 1.905], [3.232, -0.553, 2.689], [2.089, -1.366, 0.841], [-4.343, 0.789, 4.872], [-3.253, 0.460, 3.877], [-2.938, 1.653, 3.150], [-1.480, 1.724, 2.474], [-0.363, 1.575, 3.429], [-1.402, 0.169, 0.640], [-1.623, 3.224, 1.899], [-0.411, 3.961, 1.653], [-0.070, 3.984, 0.177], [-4.566, -0.087, 5.484], [-5.255, 1.096, 4.358], [-4.024, 1.599, 5.527], [-3.583, -0.304, 3.168], [-2.358, 0.091, 4.382], [0.400, 3.528, 2.242], [-0.599, 4.971, 2.021], [-0.002, 2.972, -0.234], [0.892, 4.476, 0.024], [-0.835, 4.513, -0.394], [0.830, 0.582, -2.932], [1.126, -0.573, -2.803], [0.232, -1.537, -2.556], [2.551, -1.087, -2.965], [2.720, -2.413, -2.367], [3.591, -3.237, -3.221], [4.043, -2.311, -4.353], [2.899, -1.303, -4.441], [3.210, -0.334, -2.527], [0.776, -2.331, -2.362], [3.040, -2.337, -1.409], [3.030, -4.087, -3.622], [4.431, -3.640, -2.653], [4.225, -2.843, -5.288], [4.963, -1.793, -4.072], [2.044, -1.733, -4.971], [3.169, -0.370, -4.932]]}


Record 7
{"formula": "C9H19O3P", "method": "wB97M-V/def2-TZVPD", "orbital_gap_ev": 8.44, "molar_mass_da": 206.22, "e_homo_ev": -8.90, "e_above_lowest_kcal_mol": 139.5, "symbols": ["C", "C", "C", "C", "C", "C", "C", "C", "C", "O", "O", "O", "P", "H", "H", "H", "H", "H", "H", "H", "H", "H", "H", "H", "H", "H", "H", "H", "H", "H", "H", "H"], "xyz": [[2.654, 0.048, 0.001], [0.119, -2.765, 0.919], [-2.007, -1.673, 0.192], [-0.006, -1.821, -1.312], [-0.951, 1.527, -1.130], [-1.574, 1.941, 1.161], [0.744, 2.622, 0.338], [-0.468, -1.606, 0.088], [-0.418, 1.509, 0.268], [3.745, -0.664, 0.472], [3.608, 0.732, 0.803], [2.564, 0.398, -1.298], [0.188, -0.103, 1.043], [-0.298, -3.777, 0.536], [1.129, -2.735, 0.784], [-0.061, -2.866, 2.106], [-2.552, -0.960, -0.505], [-2.104, -1.723, 1.273], [-2.422, -2.740, -0.014], [-0.321, -0.948, -1.832], [1.045, -2.000, -1.553], [-0.390, -2.784, -1.724], [-0.263, 1.067, -1.736], [-1.958, 0.984, -1.104], [-1.030, 2.560, -1.447], [-1.176, 1.853, 2.199], [-2.359, 1.171, 1.152], [-2.076, 2.981, 0.825], [0.344, 3.691, 0.156], [1.356, 2.687, 1.313], [1.531, 2.583, -0.413], [3.407, 0.809, -1.559]]}


Record 8
{"formula": "C9H19P", "method": "wB97M-V/def2-TZVPD", "orbital_gap_ev": [5.44, 5.44], "molar_mass_da": 158.23, "e_homo_ev": [-6.28, -6.28], "e_above_lowest_kcal_mol": 116.8, "symbols": ["C", "C", "C", "C", "C", "C", "C", "C", "C", "P", "H", "H", "H", "H", "H", "H", "H", "H", "H", "H", "H", "H", "H", "H", "H", "H", "H", "H", "H"], "xyz": [[-0.526, -0.194, -0.150], [0.816, 1.992, 0.008], [-1.503, 1.727, -1.207], [-1.363, 1.645, 1.251], [-0.065, -2.563, 0.425], [1.036, -1.374, -1.481], [1.588, -0.708, 1.030], [-0.554, 1.280, -0.108], [0.490, -1.189, 0.014], [-2.891, -1.140, 0.047], [1.609, 1.531, -0.661], [0.783, 3.132, -0.366], [1.292, 1.956, 1.005], [-1.491, 2.916, -1.338], [-1.260, 1.406, -2.318], [-2.507, 1.365, -0.947], [-2.376, 1.023, 1.360], [-1.647, 2.670, 1.105], [-0.618, 1.574, 2.100], [-0.658, -2.405, 1.456], [-0.783, -2.824, -0.239], [0.651, -3.360, 0.567], [1.541, -0.421, -1.698], [1.894, -2.092, -1.458], [0.182, -1.783, -2.064], [2.196, -1.494, 1.274], [2.284, 0.066, 0.590], [1.163, -0.475, 2.170], [-2.705, -1.328, -1.277]]}


Record 9
{"formula": "C9H20AlBrFNO", "method": "wB97M-V/def2-TZVPD", "s2": 0.75, "orbital_gap_ev": [8.07, 7.87], "molar_mass_da": 284.15, "multiplicity": 2, "e_homo_ev": [-5.39, -5.39], "e_above_lowest_kcal_mol": 0.0, "charge": -1, "symbols": ["F", "Al", "Br", "H", "H", "C", "C", "C", "C", "C", "C", "N", "O", "C", "C", "C", "H", "H", "H", "H", "H", "H", "H", "H", "H", "H", "H", "H", "H", "H", "H", "H", "H", "H"], "xyz": [[1.742, -3.709, 2.943], [3.238, -3.009, 3.719], [3.203, -0.657, 3.225], [3.180, -3.234, 5.296], [4.520, -3.686, 3.069], [-1.763, 0.576, -2.382], [-1.035, 1.470, -1.357], [0.455, 1.531, -1.716], [1.182, 0.222, -1.414], [0.973, -0.184, 0.042], [-0.501, -0.221, 0.467], [-1.259, 0.984, 0.028], [-0.967, 1.966, 0.843], [-1.182, -1.491, -0.084], [-0.556, -0.419, 1.992], [-1.666, 2.856, -1.567], [-1.774, 1.059, -3.361], [-1.287, -0.387, -2.545], [-2.801, 0.406, -2.088], [0.939, 2.340, -1.160], [0.571, 1.776, -2.776], [0.844, -0.573, -2.086], [2.250, 0.348, -1.607], [1.429, -1.161, 0.213], [1.522, 0.520, 0.675], [-2.260, -1.460, 0.090], [-0.797, -2.378, 0.422], [-1.006, -1.662, -1.144], [-0.011, 0.350, 2.537], [-0.101, -1.372, 2.267], [-1.589, -0.428, 2.349], [-2.726, 2.840, -1.303], [-1.587, 3.156, -2.612], [-1.181, 3.631, -0.975]]}


Record 10
{"formula": "C9H20B2N3O4", "method": "wB97M-V/def2-TZVPD", "orbital_gap_ev": 7.32, "molar_mass_da": 255.90, "e_homo_ev": -4.19, "charge": -1, "symbols": ["C", "C", "C", "C", "C", "C", "O", "B", "B", "O", "O", "O", "C", "C", "C", "N", "N", "N", "H", "H", "H", "H", "H", "H", "H", "H", "H", "H", "H", "H", "H", "H", "H", "H", "H", "H", "H", "H"], "xyz": [[-4.424, 1.742, -1.119], [-3.736, 0.976, -1.736], [-2.819, -0.039, -2.306], [-2.315, -0.987, -1.142], [-0.791, -0.924, -0.951], [-0.391, -0.156, 0.334], [-1.071, -0.851, 1.364], [-0.081, -0.754, 2.477], [-0.451, -1.376, 3.996], [0.563, -1.829, 4.889], [-1.779, -1.432, 4.485], [1.149, -1.182, 1.772], [1.168, -0.222, 0.730], [2.192, -0.469, -0.393], [2.478, 0.758, -1.319], [1.814, 0.660, -2.635], [2.032, 2.055, -0.776], [3.905, 0.859, -1.628], [-4.842, 2.341, -0.345], [-3.342, -0.660, -3.039], [-1.959, 0.468, -2.748], [-2.653, -2.010, -1.350], [-2.867, -0.683, -0.249], [-0.285, -0.430, -1.789], [-0.427, -1.947, -0.792], [-0.768, 0.890, 0.309], [-0.068, 0.484, 2.691], [0.888, -1.049, 5.350], [-2.177, -0.560, 4.447], [1.555, 0.658, 1.275], [3.144, -0.756, 0.077], [1.848, -1.320, -0.998], [1.730, -0.318, -2.882], [0.900, 1.084, -2.539], [2.420, 2.191, 0.151], [1.022, 2.066, -0.659], [4.441, 1.013, -0.777], [3.996, 1.711, -2.175]]}


Record 11
{"formula": "C9H20BBrFO4", "method": "wB97M-V/def2-TZVPD", "orbital_gap_ev": 6.92, "molar_mass_da": 301.97, "e_homo_ev": -4.12, "charge": -1, "symbols": ["C", "C", "C", "Br", "C", "O", "B", "O", "C", "F", "H", "H", "H", "H", "H", "H", "H", "H", "H", "H", "C", "O", "C", "C", "O", "C", "H", "H", "H", "H", "H", "H", "H", "H", "H", "H"], "xyz": [[3.960, 3.091, -0.377], [3.236, 1.774, -0.047], [1.839, 2.041, 0.521], [1.242, 0.407, 1.444], [0.863, 2.564, -0.565], [0.617, 3.914, -0.297], [-0.797, 4.092, 0.167], [-1.299, 2.654, 0.206], [-0.532, 1.938, -0.621], [-0.940, 2.085, -1.994], [3.746, 3.436, -1.386], [5.037, 2.977, -0.264], [3.642, 3.885, 0.300], [3.155, 1.155, -0.940], [3.824, 1.231, 0.694], [1.911, 2.832, 1.260], [1.342, 2.455, -1.541], [-0.906, 4.563, 1.308], [-1.420, 4.817, -0.612], [-0.604, 0.869, -0.438], [-3.060, -4.778, 0.379], [-1.716, -4.676, 0.801], [-0.826, -4.301, -0.242], [-0.468, -2.835, -0.181], [-1.583, -2.017, -0.478], [-2.151, -1.400, 0.667], [-3.666, -4.962, 1.265], [-3.400, -3.857, -0.101], [-3.190, -5.616, -0.317], [-1.267, -4.531, -1.217], [0.083, -4.901, -0.130], [0.305, -2.628, -0.929], [-0.057, -2.588, 0.802], [-1.442, -0.699, 1.112], [-2.448, -2.142, 1.414], [-3.030, -0.849, 0.338]]}


Record 12
{"formula": "C9H20BN2O2", "method": "wB97M-V/def2-TZVPD", "smiles": "CC1(C)OB(CCC(N)=[NH2+])OC1(C)C", "orbital_gap_ev": 9.37, "molar_mass_da": 199.08, "e_homo_ev": -12.60, "e_above_lowest_kcal_mol": 0.0, "charge": 1, "symbols": ["C", "C", "C", "O", "B", "C", "C", "C", "N", "N", "O", "C", "C", "C", "H", "H", "H", "H", "H", "H", "H", "H", "H", "H", "H", "H", "H", "H", "H", "H", "H", "H", "H", "H"], "xyz": [[2.111, -0.926, -1.851], [0.715, -1.268, -1.308], [-0.162, -1.788, -2.480], [0.164, 0.084, -1.006], [-0.496, -0.103, 0.171], [-1.425, 1.022, 0.730], [-0.534, 2.207, 0.958], [-1.210, 3.516, 1.361], [-2.453, 3.637, 1.747], [-0.565, 4.666, 1.372], [-0.414, -1.283, 0.783], [0.533, -2.071, 0.013], [1.734, -2.101, 1.021], [0.123, -3.529, -0.143], [2.227, -0.290, -2.714], [2.598, -1.851, -2.021], [2.759, -0.631, -1.026], [-0.258, -2.809, -2.292], [0.357, -1.661, -3.541], [-1.151, -1.355, -2.376], [-1.883, 0.899, 1.687], [-2.250, 1.300, -0.030], [0.230, 2.113, 1.818], [-0.201, 2.428, 0.002], [-3.206, 3.064, 1.482], [-2.789, 4.523, 2.124], [0.392, 4.678, 1.133], [-1.117, 5.493, 1.273], [1.648, -2.709, 1.854], [1.926, -1.000, 1.229], [2.480, -2.643, 0.441], [0.861, -3.921, -0.988], [-1.007, -3.629, -0.234], [0.266, -4.060, 0.813]]}


no.,total energy (eV)
1,-20801.8833
2,-14091.6517
3,-22669.3339
4,-32332.7439
5,-17259.5765
6,-302822.2235
7,-25065.0317
8,-18922.5241
9,-92555.7576
10,-23672.3037
11,-91285.3364
12,-17404.2832